1.
# C15H21IN3NaO5S3

A structure of composition C15H21IN3NaO5S3 (ωB97M-V with the def2-TZVPD basis set, OMol25).

E_LUMO = 3.39 eV
molar mass = 569.44 g/mol
relative energy (zero: lowest compared OMol25 entry of this formula, charge and spin) = 65.25 kcal/mol
F_max = 0.028 Eh/bohr
HOMO energy = -0.99 eV
net charge = -2
Kohn-Sham gap = 4.382 eV

The geometry in XYZ format:
```
49
Properties=species:S:1:pos:R:3:forces:R:3:nbo_charge:R:1
Na 0.817625 -0.854853 0.551027 -1.33 -0.46 -0.29 0.90
C -0.709317 -0.039813 3.462942 -0.07 0.03 -0.03 -0.22
C 0.264156 1.029236 2.941805 0.04 -0.03 -0.10 -0.24
N 0.058882 1.335143 1.538053 0.24 0.09 0.06 -0.67
C -0.945004 2.300069 1.185962 -0.06 -0.12 -0.04 -0.22
C -2.396065 1.806707 1.306477 -0.03 0.12 0.03 -0.54
S -2.803736 0.225242 0.501508 0.07 -0.01 -0.02 0.20
C -3.199672 -0.844358 1.921004 -0.13 -0.06 0.00 -0.53
C -2.101753 -1.795908 2.407699 0.01 0.10 -0.17 -0.26
N -0.826453 -1.140781 2.531471 0.35 0.02 0.19 -0.66
H -1.696485 0.404796 3.598962 -0.01 -0.01 0.01 0.17
H -0.378791 -0.354877 4.464738 0.02 0.02 -0.01 0.17
H 1.277447 0.635900 3.041250 -0.01 -0.01 -0.01 0.23
H 0.188487 1.930042 3.576539 -0.02 -0.02 0.02 0.15
H 0.939456 1.499764 1.062522 0.00 0.08 -0.02 0.41
H -0.767443 2.588659 0.148489 -0.01 -0.01 0.01 0.21
H -0.876748 3.221250 1.797742 -0.02 0.00 0.00 0.14
H -3.031773 2.576676 0.860129 -0.02 -0.04 -0.02 0.21
H -2.700558 1.734766 2.351095 0.03 -0.03 0.01 0.20
H -4.051715 -1.453243 1.610797 0.01 0.03 -0.03 0.22
H -3.570459 -0.186574 2.710657 0.02 -0.02 0.04 0.19
H -1.968139 -2.586737 1.661120 0.00 -0.01 0.02 0.28
H -2.465748 -2.252251 3.348424 -0.02 0.02 0.01 0.14
H -0.046838 -1.781561 2.625619 -0.09 -0.12 0.03 0.41
O 6.821082 -1.042494 1.089538 0.01 -0.01 0.00 -0.60
C 5.606825 -0.940906 1.046666 -0.17 0.02 -0.01 0.36
C 4.815141 -0.186758 0.011946 0.07 0.00 0.09 0.31
O 5.287680 0.401857 -0.955256 -0.03 0.04 0.00 -0.63
C 3.405148 -0.269881 0.411982 0.07 -0.02 0.24 0.31
C 3.283817 -1.171077 1.545029 0.18 0.05 0.00 0.24
O 2.189700 -1.543186 2.062766 0.29 0.07 0.18 -0.80
C 4.627244 -1.525565 2.028451 0.07 0.09 -0.14 0.33
O 4.914853 -2.156720 3.039050 -0.02 -0.03 0.00 -0.63
O 2.426867 0.333327 -0.131515 0.56 0.16 -0.10 -0.83
I -1.051605 -4.908404 -1.848061 -0.05 0.00 -0.05 -0.23
C -0.726131 -3.256633 -0.381812 -0.02 0.06 0.08 -1.02
H -0.790714 -2.401056 -1.079261 0.06 -0.02 -0.01 0.13
H 0.354006 -3.409552 -0.205376 -0.01 0.03 -0.05 0.14
S -0.287423 0.847254 -2.224904 0.02 0.12 0.23 0.00
C -0.706452 1.209544 -3.742025 -0.06 -0.14 -0.16 -0.13
N -0.926929 0.321693 -4.757447 0.14 0.02 0.10 -0.61
C -0.801051 0.863609 -6.095332 -0.05 0.00 -0.03 -0.22
C -1.389352 2.270841 -6.007163 0.06 -0.11 -0.16 -0.54
S -0.921966 2.849762 -4.357150 0.00 0.14 0.03 0.27
H -0.600803 -0.614252 -4.558114 -0.07 -0.04 -0.04 0.42
H -1.353521 0.246483 -6.804865 0.01 0.01 0.00 0.20
H 0.247966 0.908340 -6.411397 0.00 0.02 0.02 0.18
H -2.473268 2.249551 -6.119358 0.00 0.02 0.07 0.21
H -0.960468 2.926929 -6.762421 -0.04 0.01 0.00 0.22
```
Positions in Å, forces in eV/Å.

***

2.
# C15H21MnNO9

A structure of composition C15H21MnNO9 (ωB97M-V with the def2-TZVPD basis set, OMol25).

expectation value of S² = 8.7568
E_LUMO (alpha / beta) = -0.38 / -0.39 eV
molar mass = 414.27 g/mol
relative energy (zero: lowest compared OMol25 entry of this formula, charge and spin) = 12.45 kcal/mol
F_max = 0.017 Eh/bohr
HOMO energy (alpha / beta) = -7.35 / -8.26 eV
multiplicity = 6
Kohn-Sham gap (alpha / beta) = 6.966 / 7.877 eV

The geometry in XYZ format:
```
47
Properties=species:S:1:pos:R:3:forces:R:3:nbo_charge:R:1
Mn -0.266134 -1.595517 0.194552 0.13 0.15 -0.60 1.47
C 1.259983 0.128706 -2.305344 -0.04 0.03 -0.06 -0.25
O 0.046009 -0.015253 -1.565437 0.16 -0.08 0.13 -0.60
C -0.829775 1.088026 -1.656386 0.09 0.04 -0.08 -0.09
C -1.695376 1.079234 -0.414516 -0.11 -0.03 0.09 -0.09
O -2.110928 -0.249220 -0.084090 -0.05 -0.05 0.11 -0.60
C -3.182800 -0.760205 -0.888594 0.00 0.20 0.05 -0.09
C -3.022994 -2.254840 -0.948018 0.04 -0.05 -0.05 -0.10
O -1.762923 -2.576106 -1.507446 -0.09 -0.14 0.16 -0.56
C -1.710942 -2.587582 -2.921379 0.01 0.12 0.01 -0.25
H 1.791550 1.028253 -1.992820 0.00 -0.01 0.02 0.20
H 1.045315 0.171690 -3.376186 -0.03 -0.01 -0.02 0.17
H 1.880831 -0.732030 -2.077083 -0.01 -0.02 0.03 0.22
H -1.412218 1.028875 -2.582783 -0.02 -0.03 -0.02 0.17
H -0.269278 2.028800 -1.673640 0.01 0.00 -0.04 0.20
H -2.564597 1.728304 -0.540719 -0.02 0.02 0.02 0.19
H -1.118854 1.429805 0.439690 0.01 -0.03 0.04 0.22
H -3.123594 -0.326017 -1.889265 -0.02 -0.01 -0.02 0.18
H -4.140860 -0.483899 -0.442825 -0.01 0.04 0.04 0.20
H -3.845637 -2.706248 -1.509898 0.02 -0.02 -0.05 0.19
H -3.020613 -2.675444 0.059587 0.01 -0.02 0.01 0.22
H -2.502182 -3.223349 -3.325256 -0.01 -0.02 -0.01 0.18
H -0.743412 -2.996880 -3.199408 0.03 0.00 0.02 0.21
H -1.803680 -1.580668 -3.341757 -0.01 -0.01 -0.01 0.16
C 2.568499 -4.191124 -0.259200 -0.07 -0.08 0.04 -0.25
O 1.386789 -4.442376 0.499668 -0.04 0.07 -0.21 -0.52
C 0.418250 -3.519695 0.353300 0.24 -0.74 0.45 0.27
O -0.545304 -3.642188 1.135854 -0.12 0.32 -0.19 -0.73
H 2.914992 -5.145044 -0.651399 0.05 0.01 -0.01 0.18
H 3.328065 -3.750966 0.385070 0.02 -0.02 0.02 0.19
H 2.358188 -3.502746 -1.076102 -0.02 0.02 -0.05 0.18
O 3.088462 0.317967 0.264277 0.06 -0.15 -0.06 -0.65
C 2.084790 0.259639 0.956753 -0.11 0.45 -0.01 0.77
O 1.298063 -0.745313 1.076522 -0.13 0.26 0.30 -0.89
C 1.674276 1.524709 1.718675 0.04 -0.22 -0.08 -0.15
C 2.429464 2.677694 1.550320 0.05 0.22 0.01 -0.17
C 2.058637 3.863007 2.171331 0.22 -0.10 -0.17 -0.20
C 0.924488 3.859801 2.953788 -0.20 0.60 0.27 0.02
C 0.161747 2.731899 3.161389 -0.12 -0.25 0.01 -0.21
C 0.551045 1.554907 2.535351 -0.09 0.02 0.14 -0.15
N 0.498634 5.142374 3.604455 0.22 -0.56 -0.21 0.54
O 1.229787 6.101280 3.475622 -0.09 0.03 0.03 -0.37
O -0.547958 5.133886 4.218571 0.02 0.09 -0.01 -0.38
H 3.309076 2.626397 0.922919 -0.01 0.01 0.01 0.25
H 2.629652 4.773101 2.056966 -0.01 -0.02 -0.01 0.25
H -0.707820 2.781469 3.801240 0.02 -0.01 -0.02 0.25
H -0.008723 0.642868 2.693656 -0.02 -0.01 -0.01 0.22
```
Positions in Å, forces in eV/Å.

***

3.
# C15H21N3O3Zr

A structure of composition C15H21N3O3Zr (ωB97M-V with the def2-TZVPD basis set, OMol25).

E_LUMO = -0.48 eV
molar mass = 382.57 g/mol
relative energy (zero: lowest compared OMol25 entry of this formula, charge and spin) = 52.56 kcal/mol
F_max = 0.125 Eh/bohr
HOMO energy = -7.04 eV
Kohn-Sham gap = 6.557 eV

The geometry in XYZ format:
```
43
Properties=species:S:1:pos:R:3:forces:R:3:mulliken_charge:R:1
C -1.245419 0.735825 -2.098410 0.53 0.77 0.41 -0.99
C 0.097985 0.507810 -1.636184 0.18 1.00 -0.31 -0.68
C 0.419429 1.557776 -0.693488 -0.03 0.01 -1.36 -0.52
C -0.723850 2.417929 -0.594752 0.10 -0.48 -1.00 -0.53
C -1.713255 1.948413 -1.509151 0.89 -0.42 0.05 -0.17
Zr -0.932674 0.015304 0.460169 -5.69 2.97 0.45 1.07
N -2.774711 0.714774 0.956326 3.62 -2.62 -0.51 -0.63
C 1.455541 -1.745758 -0.087982 0.73 -0.57 0.10 -1.03
C 2.256438 -0.741712 0.301117 0.13 -0.62 -0.27 -0.19
H 1.407331 1.737933 -0.270910 -0.54 -0.03 0.03 0.42
H 0.806206 -0.207755 -2.043439 -0.32 0.28 0.06 0.80
H -0.773989 3.321323 0.013421 -0.11 -0.45 -0.13 0.37
H -2.656903 2.443133 -1.738109 0.18 -0.44 0.44 0.42
H -1.760079 0.133434 -2.849147 0.10 0.22 0.38 0.43
H 2.649258 0.012895 -0.386850 -0.33 -0.25 0.24 0.37
H 1.252265 -2.575753 0.598418 -0.16 0.44 -0.17 0.37
H -3.705161 1.054611 1.204002 0.50 0.01 -0.27 0.12
H 2.660009 -0.721192 1.320005 -0.29 0.08 -0.34 0.25
H 1.135194 -1.913253 -1.126397 0.22 0.26 0.56 0.37
C -2.796362 -0.150358 4.326215 -0.32 -0.04 -0.06 -1.15
C -1.726933 0.859975 4.697696 0.06 0.11 0.08 -0.92
C -0.284506 0.384849 4.364897 0.49 -0.23 0.28 2.39
C 0.767812 1.428478 4.802954 0.28 -0.30 0.51 -1.02
C 0.486462 2.838618 4.332850 -0.08 0.30 -0.18 -1.29
C 0.007042 -0.930430 5.113659 -0.13 -0.08 1.20 -0.31
O 0.066684 -0.997667 6.333301 -0.04 0.24 -1.33 -0.62
N 0.220499 -2.070832 4.354563 -0.07 -0.40 -0.34 0.02
C -0.031950 -2.247340 2.989042 -0.34 0.40 -0.05 0.15
O 0.063910 -3.325981 2.433974 -0.15 0.75 0.60 -0.68
N -0.344494 -1.068483 2.326386 0.44 -0.03 0.32 -0.09
C -0.164446 0.132684 2.897915 0.26 0.95 -1.29 0.18
O 0.040163 1.100535 2.049004 -0.41 -1.72 1.92 -0.75
H -2.897512 -0.234487 3.235301 0.04 -0.04 0.24 0.19
H -3.761087 0.191118 4.720818 0.15 -0.16 -0.07 0.45
H -2.582108 -1.134891 4.760977 -0.12 0.12 -0.05 0.27
H -1.910802 1.811799 4.181274 0.10 -0.30 0.03 0.38
H -1.752897 1.067913 5.777797 0.16 -0.10 -0.24 0.42
H 0.821599 1.407490 5.901160 -0.04 -0.14 -0.29 0.48
H 1.748054 1.094947 4.437000 -0.10 0.06 0.04 0.40
H -0.340045 3.279012 4.899191 0.15 0.03 -0.13 0.30
H 1.375375 3.458824 4.479310 -0.15 -0.02 0.02 0.43
H 0.233998 2.823823 3.269942 0.06 0.32 0.29 0.24
H 0.403429 -2.931132 4.854038 0.03 0.12 0.16 0.29
```
Positions in Å, forces in eV/Å.

***

4.
# C15H21N3O4RuS

A structure of composition C15H21N3O4RuS (ωB97M-V with the def2-TZVPD basis set, OMol25).

expectation value of S² = 0.7681
E_LUMO (alpha / beta) = -5.65 / -5.31 eV
molar mass = 440.49 g/mol
relative energy (zero: lowest compared OMol25 entry of this formula, charge and spin) = 46.19 kcal/mol
F_max = 0.097 Eh/bohr
HOMO energy (alpha / beta) = -11.76 / -11.76 eV
net charge = +1
multiplicity = 2
Kohn-Sham gap (alpha / beta) = 6.105 / 6.447 eV

The geometry in XYZ format:
```
45
Properties=species:S:1:pos:R:3:forces:R:3:nbo_charge:R:1
Ru -0.348512 -0.777334 0.300582 0.28 0.79 -0.09 1.02
C 3.380565 -0.448310 0.165556 0.06 0.05 -0.03 -0.65
C 2.125145 0.296985 0.492752 -0.20 -0.12 -0.25 0.03
C 1.774795 0.558578 1.830563 -0.03 0.02 0.04 -0.19
C 0.659189 1.311049 2.141391 -0.14 -0.15 0.00 -0.18
C -0.142753 1.844414 1.117188 -0.08 -0.01 0.00 -0.18
C 0.175626 1.600909 -0.208075 0.13 0.36 -0.08 -0.20
C 1.299732 0.811298 -0.522685 -0.01 -0.16 -0.07 -0.28
H 3.535496 -1.294216 0.833424 0.03 0.00 0.03 0.24
H 4.235459 0.218174 0.295415 0.01 0.01 -0.01 0.26
H 3.387703 -0.800123 -0.864775 0.00 0.00 0.00 0.23
H 2.393959 0.160450 2.624150 0.02 -0.02 0.01 0.25
H 0.399698 1.489442 3.176217 -0.01 0.03 -0.01 0.26
H -1.021464 2.422232 1.368734 0.00 -0.02 -0.02 0.26
H -0.430244 2.025446 -0.998746 0.03 -0.04 0.00 0.25
H 1.578093 0.666001 -1.560628 0.00 0.00 0.05 0.25
N -3.158444 -1.399519 2.448163 0.38 -0.62 0.66 -0.81
C -3.254290 -0.438019 1.532409 -1.65 0.72 -0.34 0.80
N -4.414096 0.210705 1.413699 3.92 2.92 -0.90 -0.78
O -2.278297 -0.131794 0.766269 1.46 -0.24 -0.30 -0.74
H -4.030959 -1.847117 2.734880 0.21 0.35 0.02 0.45
H -2.342483 -1.990448 2.409859 -0.12 0.08 0.00 0.39
H -5.250243 -0.308320 1.682165 -0.66 0.24 0.30 0.44
H -4.502819 0.816045 0.613100 0.33 0.16 0.02 0.39
C 0.712526 -2.312266 1.130555 -0.42 -0.05 0.18 -0.73
H 0.322895 -3.290832 0.866313 -0.12 -0.04 -0.05 0.21
H 0.676288 -2.192237 2.217090 0.06 -0.02 -0.05 0.22
H 1.745126 -2.255131 0.793540 0.00 -0.01 -0.09 0.21
N -0.658112 -1.868433 -1.501981 -0.01 0.05 0.92 -0.72
C -2.021285 -2.263166 -1.177499 -0.03 -0.11 -0.70 0.17
C -2.254106 -3.283171 -0.270218 -0.17 -0.14 0.10 -0.29
C -3.536792 -3.424941 0.254185 0.28 -0.19 -0.02 -0.17
C -4.538526 -2.559428 -0.129235 -0.40 -0.08 0.05 -0.30
C -4.325573 -1.658995 -1.160610 -0.01 0.14 -0.17 -0.17
C -3.060330 -1.506137 -1.695755 -0.05 0.08 0.06 -0.25
S -6.087790 -2.495574 0.804925 -0.11 -1.03 -1.26 2.44
O -6.210021 -3.808952 1.380130 0.07 0.31 0.22 -0.96
O -7.069231 -2.080315 -0.161185 0.07 0.18 0.30 -0.96
O -5.747771 -1.449001 1.789994 -2.91 -3.51 1.34 -1.03
H -0.019473 -2.662498 -1.572104 -0.16 0.09 0.03 0.41
H -0.599123 -1.344386 -2.373432 -0.12 0.01 0.16 0.41
H -1.465140 -3.959614 0.024306 0.05 -0.03 0.06 0.22
H -3.763213 -4.181394 0.995130 0.05 -0.05 -0.02 0.26
H -5.159882 -1.056630 -1.495538 0.01 0.02 -0.08 0.26
H -2.862323 -0.750028 -2.446420 -0.03 0.01 -0.04 0.22
```
Positions in Å, forces in eV/Å.

***

- Which of these has the highest relative energy (zero: lowest compared OMol25 entry of this formula, charge and spin)?
  C15H21IN3NaO5S3

***

- What is the relative energy (zero: lowest compared OMol25 entry of this formula, charge and spin) in the first record?
  65.25 kcal/mol